1.
CH26LiO16 as an isolated structure in a non-equilibrium geometry, computed with wB97M-V/def2-TZVPD.

Values from the calculation:
Kohn-Sham gap, eV: 9.13
F_max, hartree/bohr: 0.073
Relative energy (zero: lowest compared OMol25 entry of this formula, charge and spin), kcal per mole: 10.8
Total charge: -1
E_LUMO, eV: 2.101
Energy, a.u.: -1265.2548

XYZ file:
```
44
CH26LiO16 (wB97M-V/def2-TZVPD)
O -0.54 1.09 -0.87
O 0.90 1.63 -2.81
O 0.98 1.69 3.58
O 2.40 -0.38 -0.90
O 1.04 3.47 1.16
O 0.33 -3.33 1.18
O -1.01 3.85 -1.36
O 0.04 -1.00 -2.88
O -0.14 -1.05 -0.18
O -1.94 0.49 3.29
O 1.23 -1.01 2.41
O -1.13 -3.16 -1.79
O -2.17 -2.06 1.06
O -2.38 1.57 -2.47
O 2.24 -3.03 -1.52
O -0.16 0.72 1.31
C -0.30 0.19 0.08
Li -0.66 2.51 0.67
H -3.13 1.37 -1.86
H 1.48 -0.39 -0.66
H -1.56 0.87 4.05
H -1.15 0.44 2.75
H -1.44 -1.80 0.47
H 2.23 -2.05 -1.67
H 0.81 -0.40 1.81
H 1.19 3.43 2.07
H 0.41 1.25 -2.01
H 0.73 0.96 -3.43
H -0.90 -0.97 -3.27
H 1.02 -3.85 0.74
H -0.18 4.07 -1.83
H -1.63 1.28 -1.92
H -0.05 -0.71 -1.99
H 0.33 -2.41 0.84
H 2.32 -2.97 -0.58
H -1.49 3.17 -1.91
H 0.72 1.50 2.70
H -1.79 -2.07 1.96
H 1.63 2.99 0.60
H -2.03 -2.82 -1.55
H 0.89 0.89 4.14
H 2.85 0.05 -0.11
H -0.62 -2.40 -2.12
H 0.63 -1.64 2.82
```

Here are the Löwdin charges for atoms 1 to 2, given in e: number 1, O, carries -0.18; number 2, O, carries -0.09


2.
An isolated ion of composition C2H8NO2 and charge +1 in a non-equilibrium geometry, computed with wB97M-V/def2-TZVPD.

Values from the calculation:
Kohn-Sham gap (alpha / beta), eV: 6.51 / 7.75
F_max, hartree/bohr: 0.260
Relative energy (zero: lowest compared OMol25 entry of this formula, charge and spin), kcal per mole: 86.6
Total charge: +1
Multiplicity: 3
E_LUMO (alpha / beta), eV: -3.840 / -6.860
Energy, a.u.: -285.6679

XYZ file:
```
13
C2H8NO2 (wB97M-V/def2-TZVPD)
O -1.13 0.00 -1.72
O -0.67 1.13 -0.95
N -0.44 -0.94 0.91
C 0.65 0.85 -0.45
C 0.49 0.23 1.01
H -0.24 -1.75 1.55
H -0.92 0.12 -2.75
H -1.43 -0.72 1.03
H -0.27 -1.30 -0.09
H 0.96 0.06 -1.05
H 1.44 -0.34 1.26
H 1.30 1.65 -0.58
H 0.26 1.00 1.83
```

Here are the Löwdin charges for atoms 1 to 2, given in e: number 1, O, carries -0.17; number 2, O, carries -0.03


3.
C66H54MnN5P2S3Te as an isolated structure in a non-equilibrium geometry, computed with wB97M-V/def2-TZVPD.

Values from the calculation:
Kohn-Sham gap (alpha / beta), eV: 6.24 / 7.39
F_max, hartree/bohr: 0.047
Total charge: +3
Multiplicity: 2
E_LUMO (alpha / beta), eV: -8.532 / -7.379
Energy, a.u.: -6116.3659

XYZ file:
```
132
C66H54MnN5P2S3Te (wB97M-V/def2-TZVPD)
Te -2.96 1.01 1.32
Mn -0.41 0.77 0.05
S 1.76 -3.29 -2.65
S 3.18 -1.19 -1.32
S -0.62 -2.35 -1.27
P -1.10 2.99 -0.09
P 0.13 1.18 2.19
N -0.54 -0.98 -0.68
N 0.33 -2.66 -2.56
N 1.16 1.47 -0.73
N 2.88 -2.76 -1.71
N -5.45 4.19 4.12
C -1.58 -0.13 6.22
C 5.68 -2.41 -1.28
C 3.93 2.05 3.22
C 1.31 -2.67 -5.31
C -0.68 -4.94 -0.32
C 1.50 2.83 -0.64
C -3.35 -2.22 -1.33
C 1.72 -2.59 -6.63
C 2.80 3.29 -0.87
C 2.26 0.05 -3.57
C 2.83 4.17 2.87
C 3.49 -3.53 -4.70
C -4.60 -2.51 -1.85
C 1.62 2.12 2.58
C -1.15 2.21 1.52
C 3.01 -2.97 -6.98
C 2.20 -3.14 -4.36
C 1.06 -7.22 -2.94
C -3.35 6.10 1.20
C 1.05 -5.85 -3.16
C 3.41 -0.36 -2.91
C 1.81 -7.75 -1.90
C -0.49 0.61 3.79
C 3.61 0.86 -5.38
C -4.09 2.43 2.51
C 3.89 -3.45 -6.02
C 1.66 3.51 2.56
C -4.71 -3.30 -2.98
C 4.88 -1.37 -0.81
C -2.23 -2.72 -1.96
C -2.41 5.09 1.15
C -0.89 1.07 6.11
C -3.23 4.47 -1.05
C 0.75 5.14 -0.41
C 4.66 -0.15 -3.47
C 2.04 5.57 -0.66
C 2.76 1.39 2.92
C -4.22 6.30 0.14
C 0.90 -4.31 1.89
C 3.06 4.65 -0.87
C -5.74 4.11 2.84
C -5.08 3.23 1.97
C -3.79 2.51 3.86
C -4.50 3.42 4.63
C -0.34 1.45 4.89
C 0.55 -3.31 1.00
C -0.32 -5.93 0.58
C 4.75 0.46 -4.71
C 5.39 -0.38 0.02
C -4.17 5.49 -0.99
C -1.73 -0.97 5.12
C 2.54 -5.54 -1.27
C 2.55 -6.91 -1.07
C -2.32 -3.52 -3.09
C 7.56 -1.42 -0.15
C -3.58 -3.81 -3.60
C 6.74 -0.41 0.34
C 0.50 3.77 -0.36
C 1.79 -5.04 -2.32
C -1.18 -0.60 3.90
C 0.47 -5.62 1.68
C 2.36 0.66 -4.81
C -0.24 -3.64 -0.09
C 3.97 3.44 3.19
C -2.35 4.28 0.01
C 7.02 -2.42 -0.95
H 0.76 4.07 2.31
H 0.50 -7.88 -3.59
H -1.43 -3.89 -3.56
H 0.75 -6.39 2.37
H -0.66 -6.94 0.42
H 1.47 0.99 -5.33
H 8.61 -1.42 0.08
H -1.27 -1.25 3.04
H 2.86 5.25 2.87
H 7.66 -3.21 -1.32
H -5.36 3.19 0.93
H 3.68 1.34 -6.35
H -5.69 -3.53 -3.39
H 2.25 6.63 -0.68
H -3.66 -4.43 -4.48
H -0.05 5.85 -0.26
H -4.85 5.64 -1.81
H -4.32 3.52 5.69
H -3.25 -1.60 -0.44
H 3.58 2.58 -1.10
H 7.16 0.37 0.97
H 3.11 -4.87 -0.65
H 1.83 -8.82 -1.74
H 3.13 -7.33 -0.26
H 5.73 0.64 -5.14
H 4.75 0.41 0.38
H 4.06 4.99 -1.07
H -1.99 -0.42 7.18
H 3.32 -2.91 -8.01
H 0.47 1.34 -1.50
H 4.82 1.49 3.48
H 0.86 -2.28 1.13
H 0.49 -5.43 -3.99
H -5.49 -2.13 -1.37
H -3.40 6.74 2.07
H 4.89 3.96 3.42
H 0.19 2.38 4.80
H -2.26 -1.90 5.22
H -4.94 7.11 0.18
H -1.31 -5.16 -1.17
H 1.50 -4.08 2.76
H 5.56 -0.44 -2.95
H -3.17 3.83 -1.92
H 2.71 0.31 2.96
H 4.16 -3.91 -3.93
H 4.89 -3.76 -6.30
H 1.28 -0.12 -3.12
H 0.31 -2.37 -5.00
H 5.25 -3.18 -1.91
H -6.54 4.75 2.48
H -3.03 1.89 4.31
H -1.73 4.92 1.97
H -0.79 1.72 6.97
H 1.04 -2.22 -7.38
```

Here are the Löwdin charges for atoms 1 to 2, given in e: number 1, Te, carries 1.38; number 2, Mn, carries 0.16


4.
The molecule C2H4FPS in a non-equilibrium geometry, computed with wB97M-V/def2-TZVPD.

Values from the calculation:
Kohn-Sham gap (alpha / beta), eV: 6.50 / 7.22
F_max, hartree/bohr: 0.059
Relative energy (zero: lowest compared OMol25 entry of this formula, charge and spin), kcal per mole: 64.8
Multiplicity: 3
E_LUMO (alpha / beta), eV: -1.091 / -2.118
Energy, a.u.: -917.8142

XYZ file:
```
9
C2H4FPS (wB97M-V/def2-TZVPD)
S -2.67 0.48 0.50
P -2.92 -1.35 -0.31
F -2.09 1.95 -0.60
C 0.07 0.14 -0.32
C -0.97 -0.02 0.73
H -0.66 -0.33 1.70
H -0.58 0.66 -0.94
H 0.86 0.69 0.23
H 0.25 -0.88 -0.69
```

Here are the Löwdin charges for atoms 1 to 2, given in e: number 1, S, carries 0.58; number 2, P, carries 0.44


5.
C39H43BiN8O5S2 as an isolated structure in a non-equilibrium geometry, computed with wB97M-V/def2-TZVPD.

Values from the calculation:
Kohn-Sham gap, eV: 3.51
F_max, hartree/bohr: 0.026
Relative energy (zero: lowest compared OMol25 entry of this formula, charge and spin), kcal per mole: 62.5
Total charge: +2
E_LUMO, eV: -6.967
Energy, a.u.: -3336.6366

XYZ file:
```
98
C39H43BiN8O5S2 (wB97M-V/def2-TZVPD)
Bi -0.04 1.23 -0.13
S 6.35 4.56 -0.37
S 2.74 0.44 -0.89
O 6.92 3.25 -0.11
O -0.50 0.91 2.08
O -1.59 -0.36 0.06
O 6.72 5.61 0.54
O 6.29 4.90 -1.78
N 2.75 -1.44 -2.94
N -0.88 0.90 -2.33
N -3.09 -3.11 2.14
N 1.41 -2.31 -1.21
N -2.00 2.43 -0.12
N 0.00 -1.24 4.10
N 3.87 0.40 -3.33
N 0.59 3.58 1.07
C -0.36 -2.07 2.96
C 1.31 -4.67 -0.80
C -1.99 -4.02 2.44
C -1.19 -0.23 -2.85
C -2.53 -3.71 -0.82
C -2.34 3.20 -1.33
C -2.46 -2.49 -0.13
C -5.30 1.49 5.01
C -2.14 -3.80 -2.14
C 3.58 4.97 -0.64
C -1.06 -3.35 3.47
C -1.79 0.44 3.96
C -2.93 0.67 4.72
C -0.69 -0.25 4.59
C 4.58 4.32 0.07
C -3.05 -2.26 1.14
C -3.95 1.77 2.89
C -4.05 1.30 4.19
C -1.68 -2.64 -2.77
C 3.98 -0.40 -4.44
C 1.95 3.90 0.76
C 4.50 1.69 -3.16
C -2.79 1.67 2.11
C -2.25 -5.08 -2.91
C -1.15 3.35 -2.29
C 1.00 -3.36 -0.50
C 2.25 4.75 -0.29
C 2.10 -4.91 -1.91
C 4.29 3.50 1.15
C 3.31 -1.54 -4.22
C -1.66 0.98 2.63
C -1.83 -1.36 -0.73
C -2.86 2.33 0.82
C -0.84 2.11 -3.14
C 2.20 -2.55 -2.25
C 3.11 -0.21 -2.40
C -1.51 -1.43 -2.10
C 2.57 -3.84 -2.65
C 2.96 3.29 1.49
H -1.44 -2.68 -3.83
H 0.76 -1.59 4.66
H -2.97 -4.57 -0.33
H -1.35 -0.30 -3.93
H 5.10 3.04 1.69
H -2.39 -4.94 2.88
H -3.69 -2.88 2.92
H -2.56 -5.90 -2.27
H 4.98 1.99 -4.09
H 3.76 2.43 -2.88
H 1.46 5.27 -0.83
H -2.96 0.30 5.74
H 0.16 2.22 -3.58
H 2.37 -5.92 -2.19
H -0.31 -4.10 3.77
H 3.86 5.62 -1.46
H -1.30 -5.33 -3.37
H -1.45 -4.26 1.53
H 0.38 -3.10 0.35
H 4.56 -0.10 -5.30
H 3.14 -2.38 -4.85
H -3.82 2.84 0.66
H 5.26 1.65 -2.38
H -1.64 -3.10 4.36
H -0.04 4.36 0.89
H 3.23 -3.99 -3.48
H -0.26 3.63 -1.72
H -4.81 2.28 2.46
H 0.95 -5.48 -0.18
H -3.17 2.71 -1.84
H -1.02 -1.50 2.31
H -5.33 0.80 5.85
H 0.54 -2.31 2.40
H -2.98 -4.99 -3.72
H 2.71 2.64 2.32
H -3.53 -1.29 1.30
H -6.19 1.34 4.40
H -0.43 0.05 5.60
H -5.33 2.51 5.40
H -1.38 4.16 -2.98
H -2.68 4.19 -1.03
H -1.56 2.03 -3.97
H 0.51 3.27 2.04
```

Here are the Löwdin charges for atoms 1 to 2, given in e: number 1, Bi, carries 1.86; number 2, S, carries 0.39


6.
C26H35N3O5S as an isolated structure in a non-equilibrium geometry, computed with wB97M-V/def2-TZVPD.

Values from the calculation:
Kohn-Sham gap, eV: 7.66
F_max, hartree/bohr: 0.331
Relative energy (zero: lowest compared OMol25 entry of this formula, charge and spin), kcal per mole: 635.2
E_LUMO, eV: -0.539
Energy, a.u.: -1949.4690

XYZ file:
```
70
C26H35N3O5S (wB97M-V/def2-TZVPD)
S 0.93 3.65 1.69
O 1.38 1.85 -1.88
O -4.24 -0.01 0.35
O 1.99 3.09 2.40
O 2.23 -2.88 3.84
O 1.32 5.18 1.25
N -2.27 0.33 -0.56
N 1.03 2.93 -2.16
N -0.33 3.49 2.39
C -2.09 -0.18 -3.18
C 2.41 -1.77 1.98
C -0.21 -2.90 -2.93
C -1.46 4.00 1.62
C -2.36 1.67 1.19
C 2.49 -2.99 2.59
C -0.76 2.22 2.77
C 2.95 -4.20 1.78
C -0.61 -0.46 -3.54
C -1.58 -2.09 -1.02
C 1.60 1.85 -0.47
C -1.43 -3.26 -2.29
C -0.33 -2.00 -4.09
C -2.39 -0.91 -1.58
C -3.05 0.59 0.24
C 2.49 -4.16 4.71
C -1.30 1.05 2.08
C 1.08 3.03 0.08
C 2.21 -0.46 -0.09
C 2.34 -1.80 0.65
C 2.69 -2.98 0.02
C 0.93 3.84 -1.09
C 3.10 -4.07 0.39
C -2.19 3.02 0.50
C 1.75 0.68 0.32
C 0.37 5.14 -1.41
H 1.54 -5.05 4.55
H 0.13 -0.27 -2.62
H -1.16 4.88 1.09
H 2.89 -2.92 -1.39
H -1.48 -4.11 -1.75
H 3.63 -4.64 4.68
H -1.55 0.26 2.44
H -1.31 2.88 -0.39
H 0.74 5.41 -2.36
H 0.23 1.72 3.45
H -2.78 -0.83 -3.65
H 1.69 -1.00 2.49
H -2.44 -2.36 -0.12
H -0.65 0.25 -4.20
H 1.97 -0.61 -1.14
H -2.35 -3.05 -2.80
H 0.66 -1.88 -4.54
H -1.02 -2.08 -4.90
H -1.44 0.48 -0.66
H -2.47 4.27 2.12
H -0.56 -1.66 -0.80
H 1.95 0.92 1.50
H 0.74 5.76 -0.67
H 3.12 -5.05 2.37
H -3.28 3.36 0.22
H 2.34 -3.79 5.71
H -1.37 2.44 3.84
H -0.52 0.87 1.34
H 3.21 -5.02 -0.24
H -3.57 -0.98 -1.51
H 0.65 -2.68 -2.23
H 0.00 -3.89 -3.72
H -2.45 0.74 -3.02
H -0.52 5.24 -1.53
H -3.24 1.92 1.92
```

Here are the Löwdin charges for atoms 1 to 2, given in e: number 1, S, carries 0.68; number 2, O, carries 0.03


7.
C40H36ClN3OsSi2 as an isolated structure in a non-equilibrium geometry, computed with wB97M-V/def2-TZVPD.

Values from the calculation:
Kohn-Sham gap (alpha / beta), eV: 5.55 / 4.25
F_max, hartree/bohr: 0.238
Relative energy (zero: lowest compared OMol25 entry of this formula, charge and spin), kcal per mole: 0.0
Total charge: +2
Multiplicity: 5
E_LUMO (alpha / beta), eV: -6.200 / -8.790
Energy, a.u.: -2839.1836

XYZ file:
```
83
C40H36ClN3OsSi2 (wB97M-V/def2-TZVPD)
Os -1.54 1.76 0.70
Cl -2.05 -2.00 -0.94
Si 2.14 -1.43 -1.07
Si -0.19 -1.13 -0.40
N -3.57 0.81 0.73
N -1.93 0.81 2.71
N -3.99 0.15 1.77
C 3.36 -2.21 0.13
C 1.64 0.79 -1.65
C -2.55 -0.68 5.01
C -6.66 1.88 -1.87
C -2.29 3.47 -0.07
C 2.08 -1.56 -5.11
C -3.40 -0.69 3.94
C 4.38 -1.61 -4.34
C 0.34 0.19 -1.71
C 2.57 -1.96 -2.79
C 1.64 -1.94 -3.85
C -0.03 1.31 -3.85
C -2.17 3.56 1.35
C -1.11 0.81 3.77
C -1.38 0.07 4.92
C 5.34 -1.70 1.47
C 2.06 -1.00 3.70
C -0.47 0.46 -2.83
C -3.08 0.10 2.82
C 1.36 0.16 1.71
C -0.79 3.36 1.68
C -4.58 1.03 -0.23
C -6.95 1.39 -0.59
C 5.19 -2.90 2.15
C 3.45 -1.35 -5.35
C 2.05 1.66 -2.67
C 1.24 1.90 -3.78
C -5.35 1.86 -2.37
C -4.30 1.42 -1.56
C -0.08 3.14 0.46
C -5.91 0.91 0.21
C 2.17 0.09 2.84
C -1.00 3.20 -0.61
C 1.12 -2.01 3.43
C 4.19 -3.80 1.77
C 3.95 -1.99 -3.07
C 3.28 -3.47 0.77
C 0.32 -1.94 2.30
C 0.46 -0.88 1.40
C 4.45 -1.37 0.45
H 2.91 0.88 3.01
H 1.47 1.02 1.04
H -1.22 0.13 0.08
H 2.72 -1.07 4.56
H 5.89 -3.15 2.95
H -0.36 3.44 2.67
H -5.14 2.19 -3.39
H -0.40 -2.74 2.08
H -0.19 1.38 3.68
H -3.19 3.67 -0.63
H -0.77 3.09 -1.66
H 5.45 -1.51 -4.54
H -7.96 1.35 -0.20
H 4.56 -0.43 -0.09
H 2.35 0.67 -0.78
H 1.36 -1.41 -5.92
H -0.66 0.08 5.74
H -0.66 1.45 -4.73
H -6.09 0.49 1.20
H 3.04 2.12 -2.58
H 3.78 -0.99 -6.32
H 0.58 -2.17 -3.66
H 1.61 2.52 -4.60
H -7.47 2.27 -2.48
H 0.99 2.97 0.37
H -2.96 3.84 2.03
H 0.27 -2.50 -0.58
H -4.33 -1.27 3.86
H 4.13 -4.76 2.29
H -2.77 -1.26 5.91
H -3.28 1.37 -1.94
H 6.13 -1.01 1.73
H 4.67 -2.25 -2.29
H 2.49 -4.16 0.50
H 1.03 -2.86 4.11
H -1.44 -0.03 -2.93
```

Here are the Löwdin charges for atoms 1 to 2, given in e: number 1, Os, carries 1.57; number 2, Cl, carries 0.36